Computed, not measured: a cluster of 7 separate species, C16H35FN16O7S in total in a non-equilibrium geometry, with the ωB97M-V functional and the def2-TZVPD basis.

Geometry as ORCA input:
```
! wB97M-V def2-TZVPD RIJCOSX def2/J DEFGRID3
* xyz 0 1
N -0.75 -1.78 6.80
C -1.70 -1.70 5.89
C -2.90 -1.59 4.73
C -3.20 0.00 4.53
C -4.74 0.26 3.93
F -5.73 -0.44 4.83
C -2.23 -2.32 3.38
C -2.10 -3.93 3.83
N -2.15 -5.20 4.17
C -3.19 -2.31 2.07
C -2.97 -1.13 0.98
S -1.57 0.05 1.24
C 0.12 -0.74 1.05
N 1.21 0.24 0.62
N 2.42 -0.48 0.56
C 2.06 -1.92 0.95
O 0.60 -2.12 1.25
H -3.84 -2.16 5.12
H -3.23 0.47 5.63
H -2.37 0.60 3.95
H -4.87 -0.12 2.83
H -4.98 1.42 4.05
H -1.12 -1.97 3.23
H -3.05 -3.35 1.50
H -4.31 -2.32 2.45
H -3.97 -0.48 0.88
H -2.86 -1.65 -0.09
H 2.91 -2.73 1.00
C 0.87 -4.75 -1.82
O 0.70 -5.62 -0.98
N 1.05 -5.01 -3.13
N 0.89 -3.44 -1.51
H 1.18 -4.31 -3.83
H 1.04 -5.99 -3.40
H 0.76 -3.19 -0.53
H 1.03 -2.70 -2.18
C 4.75 -1.79 4.00
O 4.89 -2.21 2.86
N 5.50 -2.21 5.03
N 3.83 -0.86 4.32
H 5.40 -1.87 5.97
H 6.21 -2.91 4.83
H 3.25 -0.51 3.57
H 3.70 -0.50 5.25
C -5.77 -4.41 0.52
O -5.75 -3.54 1.39
N -5.70 -5.72 0.81
N -5.88 -4.12 -0.79
H -5.72 -6.45 0.11
H -5.62 -5.98 1.78
H -5.94 -3.14 -1.04
H -5.91 -4.82 -1.51
C 1.50 3.54 -2.08
O 0.72 4.00 -2.91
N 1.13 2.62 -1.17
N 2.79 3.91 -2.01
H 1.75 2.23 -0.49
H 0.16 2.32 -1.19
H 3.11 4.60 -2.68
H 3.44 3.54 -1.34
C 4.99 4.74 -5.20
O 4.34 4.91 -4.18
N 6.33 4.83 -5.23
N 4.43 4.43 -6.38
H 6.89 4.69 -6.06
H 6.79 5.06 -4.36
H 3.42 4.35 -6.41
H 4.95 4.28 -7.23
C 0.66 7.21 -5.64
O 1.33 6.71 -6.53
N 0.47 6.62 -4.45
N 0.06 8.41 -5.78
H -0.08 7.02 -3.71
H 0.90 5.72 -4.31
H 0.18 8.88 -6.66
H -0.50 8.84 -5.06
*
```

Summary:
Strongest force on any atom = 12.62 eV Å⁻¹
Molar mass = 614.63 g mol⁻¹
HOMO level = -0.335 Ha
Orbital gap = 8.469 eV
Energy = -2531.3419 Eh
SMILES string = N#C[C@@H](CCF)[C@@H](C#N)CCSc1nnco1.NC(N)=O.NC(N)=O.NC(N)=O.NC(N)=O.NC(N)=O.NC(N)=O

Here are the Löwdin charges for atoms 1 to 8, given in e: N 0.0737; C -0.1069; C -0.2223; C -0.1458; C -0.1030; F -0.1471; C -0.2382; C -0.1017



Computed, not measured: a structure of composition C29H39N6OPPt in a non-equilibrium geometry, with the ωB97M-V functional and the def2-TZVPD basis.

Geometry as ORCA input:
```
! wB97M-V def2-TZVPD RIJCOSX def2/J DEFGRID3
* xyz 2 3
Pt -0.01 -0.17 0.47
C 5.35 -1.27 -0.40
C 4.52 -0.17 -0.28
C 3.16 -0.35 -0.14
C 2.62 -1.65 -0.09
C 3.47 -2.76 -0.18
C 4.83 -2.56 -0.34
N 1.25 -1.77 -0.04
N 0.72 -2.92 -0.11
C -0.61 -3.00 -0.32
C -1.22 -4.23 -0.62
C -2.57 -4.26 -0.88
C -3.30 -3.07 -0.86
C -2.63 -1.90 -0.54
N -1.34 -1.87 -0.25
H 6.41 -1.13 -0.56
H 4.93 0.83 -0.32
H 2.47 0.49 -0.09
H 3.06 -3.75 -0.14
H 5.49 -3.41 -0.42
H -0.61 -5.12 -0.66
H -3.07 -5.20 -1.09
H -4.35 -3.06 -1.06
H -3.15 -0.95 -0.50
C -0.64 2.78 3.00
C 0.41 1.76 3.45
C 0.63 1.83 4.96
C 1.74 1.99 2.73
P -0.13 0.02 2.90
C 1.02 -1.05 3.82
C 0.82 -1.46 5.14
C 1.77 -2.24 5.77
C 2.92 -2.63 5.10
C 3.14 -2.20 3.80
C 2.19 -1.42 3.17
C -1.92 -0.43 3.36
C -1.98 -1.95 3.21
C -2.40 -0.03 4.76
C -2.83 0.24 2.33
H -0.24 3.79 3.09
H -1.53 2.73 3.62
H -0.92 2.61 1.96
H 0.93 2.84 5.21
H 1.43 1.16 5.26
H -0.26 1.59 5.53
H 2.14 2.97 2.99
H 1.60 1.94 1.65
H 2.47 1.25 3.03
H -0.05 -1.14 5.70
H 1.61 -2.55 6.79
H 3.65 -3.25 5.60
H 4.04 -2.48 3.28
H 2.35 -1.07 2.16
H -1.40 -2.45 3.99
H -1.58 -2.26 2.25
H -3.00 -2.30 3.29
H -1.89 -0.57 5.55
H -3.46 -0.27 4.82
H -2.30 1.04 4.94
H -2.39 0.18 1.33
H -2.99 1.29 2.57
H -3.80 -0.25 2.32
C 0.25 5.81 -0.86
N 0.08 4.37 -0.87
C -1.21 3.73 -0.96
C -0.84 2.30 -0.62
O -1.60 1.35 -0.48
N 0.49 2.21 -0.42
C 1.01 3.45 -0.56
N 2.29 3.75 -0.36
H -0.69 6.26 -1.15
H 1.02 6.13 -1.56
H 0.51 6.16 0.15
H -1.64 3.80 -1.96
H -1.92 4.13 -0.24
H 2.96 3.01 -0.27
H 2.62 4.68 -0.53
*
```

Summary:
Strongest force on any atom = 3.10 eV Å⁻¹
Molar mass = 713.72 g mol⁻¹
HOMO level (alpha / beta) = -0.509 / -0.522 Ha
Orbital gap (alpha / beta) = 6.774 / 6.531 eV
Energy = -1992.3979 Eh

Here are the Löwdin charges for atoms 1 to 8, given in e: Pt 1.0867; C -0.0308; C -0.0518; C -0.0445; C -0.2980; C 0.0150; C -0.0394; N -0.0938



Computed, not measured: a cluster of 4 separate species, C18H37BrNO6P in total in a non-equilibrium geometry, with the ωB97M-V functional and the def2-TZVPD basis.

Geometry as ORCA input:
```
! wB97M-V def2-TZVPD RIJCOSX def2/J DEFGRID3
* xyz 0 1
C 5.70 -1.46 0.42
C 4.86 -0.68 -0.24
C 3.78 0.35 -0.79
P 2.16 -0.68 -1.02
N 1.21 -0.38 0.27
O 3.36 1.27 0.30
C 2.80 2.50 -0.26
O 2.39 3.52 0.41
C 2.85 2.32 -1.87
O 3.06 3.51 -2.70
C 4.20 1.42 -1.93
C 4.26 0.98 -3.48
C 5.18 -0.32 -3.78
C 5.36 -0.37 -5.41
Br 7.01 -0.07 -2.97
H 6.30 -2.23 1.04
H 2.39 -2.10 -1.04
H 1.41 -0.30 -2.19
H 1.01 -1.28 0.77
H 1.91 1.86 -2.35
H 2.48 3.35 -3.50
H 5.03 2.10 -1.52
H 4.77 1.87 -4.05
H 3.23 0.85 -3.98
H 4.70 -1.32 -3.48
H 5.95 0.58 -5.68
H 5.94 -1.30 -5.77
H 4.28 -0.29 -5.86
C 0.02 -3.50 4.40
C -0.82 -2.46 3.67
C -2.30 -2.70 3.89
O -0.53 -2.51 2.28
H -0.19 -4.51 4.03
H 1.09 -3.32 4.23
H -0.16 -3.47 5.48
H -0.55 -1.46 4.02
H -2.60 -3.68 3.50
H -2.90 -1.96 3.35
H -2.56 -2.65 4.95
H -0.76 -3.40 1.96
C -2.66 -2.41 -1.62
C -3.48 -1.66 -0.58
C -3.28 -0.15 -0.70
O -3.09 -2.08 0.72
H -1.59 -2.22 -1.49
H -2.81 -3.49 -1.52
H -2.95 -2.11 -2.64
H -4.54 -1.90 -0.70
H -2.23 0.12 -0.54
H -3.86 0.37 0.06
H -3.58 0.21 -1.69
H -2.15 -1.87 0.84
C -4.18 2.22 2.36
C -5.06 3.14 1.53
C -5.03 4.57 2.06
O -6.40 2.66 1.53
H -4.54 2.18 3.40
H -4.22 1.20 1.97
H -3.14 2.56 2.36
H -4.71 3.14 0.49
H -5.42 4.60 3.09
H -5.68 5.22 1.46
H -4.02 4.97 2.06
H -6.71 2.66 2.45
*
```

Summary:
Strongest force on any atom = 7.11 eV Å⁻¹
Molar mass = 474.37 g mol⁻¹
HOMO level = -0.316 Ha
Orbital gap = 8.534 eV
Energy = -4129.3370 Eh
SMILES string = C#C[C@@]1([PH2]=N)OC(=O)[C@@H](O)[C@@H]1C[C@@H](C)Br.CC(C)O.CC(C)O.CC(C)O

Here are the Löwdin charges for atoms 1 to 8, given in e: C 0.1032; C -0.0872; C -0.4593; P 0.7866; N -0.2835; O -0.0716; C -0.2379; O 0.0812